{"formula": "C38H54As2BF2NOPSSiY", "method": "ωB97M-V/def2-TZVPD", "de_lowest_kj_mol": 85.9, "max_force_ev_per_a": 0.57, "species": ["Y", "C", "C", "As", "C", "C", "C", "C", "C", "C", "C", "C", "C", "C", "C", "C", "As", "C", "C", "C", "C", "C", "C", "C", "C", "C", "C", "C", "C", "H", "H", "H", "H", "H", "H", "H", "H", "H", "H", "H", "H", "H", "H", "H", "H", "H", "H", "H", "H", "H", "H", "H", "H", "F", "B", "F", "C", "C", "C", "P", "C", "C", "C", "C", "C", "C", "H", "H", "H", "H", "H", "H", "H", "H", "H", "H", "H", "H", "H", "H", "H", "H", "H", "H", "H", "H", "H", "C", "Si", "C", "C", "H", "H", "H", "H", "H", "H", "H", "H", "H", "O", "S", "N"], "positions_angstrom": [[-1.92199, 0.92834, -0.49594], [1.02009, -3.45707, -1.52227], [-0.27620, -3.34544, -2.33889], [-1.64004, -2.18507, -1.45028], [-3.26581, -2.95051, -2.19785], [-3.42135, -2.95283, -3.58208], [-4.58265, -3.44610, -4.15940], [-5.60240, -3.93574, -3.35663], [-5.45997, -3.92359, -1.97544], [-4.29873, -3.43145, -1.39619], [-1.54998, -3.00080, 0.31073], [-1.20920, -2.17788, 1.37480], [-1.05545, -2.68152, 2.65919], [-1.23350, -4.03698, 2.88183], [-1.56388, -4.87745, 1.82221], [-1.72258, -4.36296, 0.54508], [1.86138, -1.67480, -1.21659], [2.94202, -2.07784, 0.36506], [4.23881, -1.57691, 0.47304], [4.95608, -1.71820, 1.65250], [4.38660, -2.36281, 2.74401], [3.09565, -2.86190, 2.64609], [2.37793, -2.71470, 1.46634], [3.26961, -1.80647, -2.57930], [4.16119, -2.87883, -2.60492], [5.12911, -2.97051, -3.59129], [5.21857, -1.98734, -4.57109], [4.34075, -0.91496, -4.55045], [3.37196, -0.82332, -3.55657], [1.74101, -4.09851, -2.02409], [0.81169, -3.90370, -0.55169], [-0.74713, -4.32205, -2.45248], [-0.08980, -2.96422, -3.34399], [-2.63897, -2.55849, -4.22084], [-4.69173, -3.44082, -5.23685], [-6.51021, -4.31907, -3.80618], [-6.25941, -4.29187, -1.34408], [-4.20738, -3.39913, -0.31907], [-1.03047, -1.12376, 1.20161], [-0.79707, -2.01517, 3.47341], [-1.11684, -4.44399, 3.87834], [-1.69995, -5.93801, 1.99599], [-1.98876, -5.02506, -0.27055], [4.69622, -1.07191, -0.37153], [5.96312, -1.32357, 1.71790], [4.94570, -2.47499, 3.66464], [2.64052, -3.36495, 3.49133], [1.36512, -3.09572, 1.42007], [4.11245, -3.64206, -1.83600], [5.81776, -3.80691, -3.59621], [5.97422, -2.05880, -5.34435], [4.40594, -0.14265, -5.30722], [2.69682, 0.02374, -3.54401], [1.22606, 1.56642, -2.64815], [-0.00588, 1.31605, -2.14128], [-0.90419, 1.23580, -3.17986], [-0.13518, 3.87860, 3.33921], [0.52669, 4.28902, 2.02529], [1.96473, 4.72612, 2.32838], [0.31425, 3.05438, 0.62113], [1.80190, 1.91609, 0.63609], [3.17937, 2.45179, 0.25723], [1.83029, 1.12164, 1.94662], [0.50337, 4.18091, -0.86098], [-0.90618, 4.62930, -1.26561], [1.42979, 5.39189, -0.78060], [-0.04622, 4.70131, 4.05515], [0.35880, 3.00834, 3.77923], [-1.18856, 3.64790, 3.21972], [-0.02030, 5.15894, 1.64285], [2.51886, 3.90888, 2.79447], [1.94754, 5.55081, 3.04640], [2.51999, 5.05543, 1.45405], [1.52401, 1.20966, -0.15090], [3.58936, 3.13317, 1.00297], [3.15328, 2.96404, -0.70715], [3.87211, 1.60911, 0.16270], [2.12599, 1.74267, 2.79595], [2.54727, 0.29683, 1.86938], [0.84790, 0.69494, 2.18146], [0.89927, 3.53437, -1.64482], [-1.36663, 5.24518, -0.48737], [-1.57395, 3.78373, -1.44736], [-0.87096, 5.22141, -2.18375], [1.11945, 6.09992, -0.00879], [1.39561, 5.92075, -1.73702], [2.46581, 5.11130, -0.59524], [-3.41752, 4.03281, 1.86151], [-3.30093, 2.11900, 1.82766], [-5.14938, 1.64023, 1.98852], [-2.65320, 1.42512, 3.50185], [-3.88370, 4.39324, 2.78649], [-4.06309, 4.33650, 1.03002], [-2.46850, 4.56154, 1.73676], [-5.56091, 2.09093, 2.89928], [-5.28629, 0.55794, 2.06149], [-5.75687, 1.99967, 1.15059], [-3.08160, 1.94498, 4.36817], [-1.57053, 1.40238, 3.62411], [-3.00243, 0.38532, 3.54892], [-3.86083, -0.61783, -0.01409], [-4.65769, 0.16290, -1.03501], [-3.88904, 1.21581, -1.72548]], "forces_ev_per_angstrom": [[-0.2, 0.2, 0.5], [-0.2, 0.3, 0.0], [0.0, 0.1, 0.3], [0.2, 0.0, 0.0], [0.0, -0.1, 0.0], [0.1, 0.0, 0.0], [0.0, 0.0, 0.0], [0.0, 0.0, 0.0], [0.0, 0.0, 0.0], [0.0, 0.1, 0.0], [0.0, 0.0, 0.0], [0.0, -0.1, 0.0], [0.0, 0.1, 0.0], [0.0, 0.0, 0.0], [0.0, 0.0, 0.1], [0.0, 0.0, 0.0], [0.1, -0.2, -0.1], [0.0, 0.0, -0.1], [0.0, 0.0, 0.0], [0.0, 0.0, 0.0], [0.0, 0.0, 0.0], [0.0, 0.0, 0.0], [0.0, 0.0, 0.0], [-0.1, 0.0, 0.1], [0.0, 0.0, 0.1], [0.0, 0.0, 0.0], [0.0, 0.0, 0.0], [0.0, 0.0, 0.0], [-0.1, 0.1, 0.0], [0.0, 0.0, -0.1], [0.0, 0.0, 0.1], [0.0, -0.1, 0.0], [0.0, 0.1, 0.0], [0.0, 0.0, 0.0], [0.0, 0.0, 0.0], [0.0, 0.0, 0.0], [0.0, 0.0, 0.0], [0.0, 0.0, 0.0], [0.0, 0.2, 0.1], [0.0, 0.0, 0.0], [0.0, 0.0, 0.0], [0.0, 0.0, 0.0], [0.0, 0.0, 0.0], [0.0, 0.0, 0.0], [0.0, 0.0, 0.0], [0.0, 0.0, 0.0], [0.0, 0.0, 0.0], [0.0, 0.0, 0.0], [0.0, 0.0, 0.0], [0.0, 0.0, 0.0], [0.0, 0.0, 0.0], [0.0, 0.0, 0.0], [0.0, 0.0, 0.0], [-0.1, -0.1, 0.2], [0.0, 0.0, -0.5], [-0.1, -0.1, -0.2], [0.0, -0.1, 0.0], [0.1, -0.1, 0.0], [0.0, 0.0, 0.0], [0.3, -0.1, 0.0], [-0.1, 0.1, 0.1], [0.0, 0.1, 0.0], [0.0, 0.0, 0.0], [-0.1, -0.1, 0.0], [0.1, 0.1, 0.0], [0.0, 0.1, 0.0], [0.0, 0.0, 0.0], [0.0, 0.0, 0.0], [0.0, 0.0, 0.0], [0.0, 0.0, 0.0], [0.0, 0.0, 0.0], [0.0, 0.0, 0.0], [0.0, 0.0, 0.1], [0.0, 0.0, 0.0], [0.0, 0.0, 0.0], [0.0, 0.0, 0.0], [0.0, 0.0, 0.0], [0.0, 0.0, 0.0], [-0.1, 0.1, 0.0], [0.0, 0.0, 0.0], [0.0, 0.0, 0.0], [0.0, 0.0, 0.0], [0.0, 0.0, 0.0], [0.0, 0.0, 0.0], [0.0, 0.0, 0.0], [0.0, 0.0, 0.0], [0.0, 0.0, 0.0], [0.0, 0.0, 0.1], [0.0, -0.1, -0.1], [0.0, 0.1, 0.0], [-0.2, 0.0, 0.0], [0.0, 0.0, 0.0], [0.0, 0.0, 0.0], [0.0, -0.1, 0.0], [0.0, 0.0, 0.0], [0.0, 0.0, 0.0], [0.0, 0.0, 0.0], [0.0, 0.0, -0.1], [0.1, 0.1, 0.0], [0.0, 0.1, 0.0], [0.2, 0.2, -0.3], [-0.2, -0.3, 0.2], [0.1, 0.2, 0.0]]}